Here is a structure of composition C4H5IO at a distorted geometry from OMol25. Energies are from the ωB97M-V functional and the def2-TZVPD basis.

Summary:
**Net charge**: 0
**LUMO (alpha / beta)**: -0.02077 / -0.00245 Ha
**Gap between HOMO and LUMO (alpha / beta)**: 6.45 / 8.08 eV
**Multiplicity**: 1
**Relative energy (zero: lowest compared OMol25 entry of this formula, charge and spin)**: 426.7 kJ/mol
**HOMO energy (alpha / beta)**: -7.02 / -8.15 eV

Geometry as XYZ:
```
11
C4H5IO | OMol25 | the ωB97M-V functional and the def2-TZVPD basis
C 1.3129 -0.4974 -0.1111
H -0.0690 -1.9912 0.2386
C -1.4587 1.2749 -0.1257
H -1.4316 2.3480 -0.2118
C 1.0701 0.0032 -1.3289
I -1.4666 0.3653 1.7421
H -2.2163 0.8579 -0.6926
O 1.0676 0.1495 -2.4779
H 0.7492 -1.3088 1.7113
H 1.9188 0.1133 0.5447
C 0.5237 -1.3146 0.7112
```

Here is a structure of composition C4H5Li3O2 at a distorted geometry from OMol25. Energies are from the ωB97M-V functional and the def2-TZVPD basis.

Summary:
**Net charge**: 0
**LUMO**: -0.02133 Ha
**Gap between HOMO and LUMO**: 6.86 eV
**Multiplicity**: 1
**Relative energy (zero: lowest compared OMol25 entry of this formula, charge and spin)**: 41.8 kJ/mol
**HOMO energy**: -7.44 eV

Geometry as XYZ:
```
14
C4H5Li3O2 | OMol25 | the ωB97M-V functional and the def2-TZVPD basis
H 1.4125 -0.9879 -2.9103
O -0.7267 -1.7282 -0.4859
H -1.6968 1.9054 1.7061
C -0.7044 2.2679 1.4198
C -0.2144 -1.0953 -1.5838
Li 0.2166 -3.1756 -1.2577
H 1.3713 1.9026 1.5007
H -0.5671 3.3482 1.3536
O 0.3396 0.1199 1.3797
C 1.0840 -1.3463 -1.9250
Li 1.2109 -1.0970 0.2964
Li -1.1590 -1.0604 1.1492
H -0.9376 -0.4861 -2.1571
C 0.3708 1.4328 1.5143
```

Here is a structure of composition C4H5LiLuO7 at a distorted geometry from OMol25. Energies are from the ωB97M-V functional and the def2-TZVPD basis.

Summary:
**Net charge**: +1
**LUMO (alpha / beta)**: -0.23621 / -0.24178 Ha
**Gap between HOMO and LUMO (alpha / beta)**: 4.77 / 4.67 eV
**Multiplicity**: 1
**Relative energy (zero: lowest compared OMol25 entry of this formula, charge and spin)**: 0.0 kJ/mol
**HOMO energy (alpha / beta)**: -11.20 / -11.25 eV

Geometry as XYZ:
```
18
C4H5LiLuO7 | OMol25 | the ωB97M-V functional and the def2-TZVPD basis
O 3.5983 -3.3324 -0.3271
H -0.1527 0.8922 -0.7366
C -0.0433 1.6945 1.2773
O -3.8985 1.5767 -1.2732
C 3.0280 -2.1800 0.1071
H 2.9685 -4.0518 -0.2007
O -2.4870 -0.0605 -1.6288
Lu -4.6535 0.1009 -2.8213
O 1.1645 1.1268 1.5659
O 3.7115 -1.1399 -0.0162
H 0.0389 2.7480 0.9220
H -0.9353 -0.1300 0.5100
C -0.7549 0.9044 0.1838
O 1.8477 -2.2181 0.5318
H -0.7272 1.7328 2.1569
Li 2.1160 -0.1966 0.8525
C -2.7986 1.0000 -1.0015
O -2.0223 1.5329 -0.1020
```

Here is a structure of composition C4H5LiO6Sn at a distorted geometry from OMol25. Energies are from the ωB97M-V functional and the def2-TZVPD basis.

Summary:
**Net charge**: 0
**LUMO**: -0.00049 Ha
**Gap between HOMO and LUMO**: 7.87 eV
**Multiplicity**: 1
**HOMO energy**: -7.89 eV

Geometry as XYZ:
```
17
C4H5LiO6Sn | OMol25 | the ωB97M-V functional and the def2-TZVPD basis
O -1.8014 2.5105 2.3974
O -2.5691 1.9768 0.3700
Sn -1.0157 0.7458 2.9866
C 1.6551 -0.8671 -0.7520
O 1.4430 -0.2955 0.5345
C 0.4764 -0.7740 -1.7236
O 0.4651 -0.2672 2.5070
H 0.8776 -0.8383 -2.7457
H 2.5100 -0.3035 -1.1450
H -0.2266 -1.5986 -1.5761
O -0.5573 -1.3100 0.8006
Li -1.6427 0.2425 -0.1487
O -0.2843 0.4101 -1.5578
H 0.1561 1.1866 -1.9120
C 0.3710 -0.6369 1.2826
H 1.9489 -1.9227 -0.6548
C -1.8060 1.7417 1.3370
```

Here is a structure of composition C4H5LiO7Sr at a distorted geometry from OMol25. Energies are from the ωB97M-V functional and the def2-TZVPD basis.

Summary:
**Net charge**: 0
**LUMO (alpha / beta)**: -0.01215 / -0.09710 Ha
**Gap between HOMO and LUMO (alpha / beta)**: 8.87 / 2.84 eV
**Multiplicity**: 1
**Relative energy (zero: lowest compared OMol25 entry of this formula, charge and spin)**: 102.6 kJ/mol
**HOMO energy (alpha / beta)**: -9.20 / -5.48 eV

Geometry as XYZ:
```
18
C4H5LiO7Sr | OMol25 | the ωB97M-V functional and the def2-TZVPD basis
H 1.2471 -0.0018 2.0951
O -0.4670 1.1548 0.5599
Sr -4.1242 1.7606 -1.6018
C 0.6348 0.3805 0.0511
O -1.6345 0.7335 -1.3246
O 2.5705 -0.7090 0.7231
Li 3.9643 -0.9734 -0.9627
C 1.7078 0.2780 1.1247
C -1.5184 1.3059 -0.1963
C 4.3998 -1.8624 0.9969
O -2.4292 2.1069 0.1822
O 4.0732 -2.6806 0.0478
H 4.2362 -3.2638 2.2734
H 2.1395 1.2887 1.2758
O 5.1816 -0.9186 0.5967
H 1.0291 0.8763 -0.8468
H 0.2901 -0.6178 -0.2514
O 4.6670 -2.4024 2.2462
```

Here is a structure of composition C4H5LiO7Tb at a distorted geometry from OMol25. Energies are from the ωB97M-V functional and the def2-TZVPD basis.

Summary:
**Net charge**: 0
**LUMO (alpha / beta)**: -0.03181 / -0.07208 Ha
**Gap between HOMO and LUMO (alpha / beta)**: 6.86 / 5.76 eV
**Multiplicity**: 8
**Relative energy (zero: lowest compared OMol25 entry of this formula, charge and spin)**: 239.0 kJ/mol
**HOMO energy (alpha / beta)**: -7.73 / -7.72 eV

Geometry as XYZ:
```
18
C4H5LiO7Tb | OMol25 | the ωB97M-V functional and the def2-TZVPD basis
H 0.7881 -0.2852 1.6914
Li 4.3336 2.2580 -2.3149
H 1.3825 -0.6532 -0.7882
C 2.7605 1.5870 -0.8996
O -3.0391 -2.2892 0.2361
H -3.1729 -0.3180 -1.0749
O 1.8340 1.2197 -0.0038
O 3.6737 2.3425 -0.4777
Tb -2.2386 -3.1949 2.3540
H -0.5736 0.6773 1.1753
O 2.6577 1.2465 -2.1048
H 0.2025 0.6324 -1.1500
O -0.6884 -1.2744 0.5368
O -3.2777 -0.0729 -0.1490
O -2.8876 -0.8708 1.8859
C -2.7050 -1.0784 0.6080
C 0.0748 -0.1591 0.8537
C 0.8755 0.2327 -0.3784
```

Here is a structure of composition C4H5LiOTl at a distorted geometry from OMol25. Energies are from the ωB97M-V functional and the def2-TZVPD basis.

Summary:
**Net charge**: 0
**LUMO (alpha / beta)**: -0.04785 / -0.04873 Ha
**Gap between HOMO and LUMO (alpha / beta)**: 3.93 / 5.25 eV
**Multiplicity**: 2
**Relative energy (zero: lowest compared OMol25 entry of this formula, charge and spin)**: 0.0 kJ/mol
**HOMO energy (alpha / beta)**: -5.23 / -6.57 eV

Geometry as XYZ:
```
12
C4H5LiOTl | OMol25 | the ωB97M-V functional and the def2-TZVPD basis
C 0.7874 -1.6996 -0.4729
Tl -0.4251 1.1299 -0.1970
O 1.8191 0.4523 -0.5806
Li 2.7066 2.0146 0.0562
H 2.1298 -0.8560 0.9999
C -1.4911 -1.1148 -0.3332
C 1.7402 -0.7580 -0.0274
H 0.7946 -2.6407 0.0931
C -2.4301 -2.0002 -0.6852
H -3.4973 -1.7420 -0.7987
H -2.1958 -3.0443 -0.9718
H 0.6125 -1.6425 -1.5596
```

Here is a structure of composition C4H5N at a distorted geometry from OMol25. Energies are from the ωB97M-V functional and the def2-TZVPD basis.

Summary:
**Net charge**: 0
**LUMO (alpha / beta)**: -0.02811 / 0.00060 Ha
**Gap between HOMO and LUMO (alpha / beta)**: 6.87 / 9.88 eV
**Multiplicity**: 1
**Relative energy (zero: lowest compared OMol25 entry of this formula, charge and spin)**: 600.8 kJ/mol
**HOMO energy (alpha / beta)**: -7.64 / -9.86 eV

Geometry as XYZ:
```
10
C4H5N | OMol25 | the ωB97M-V functional and the def2-TZVPD basis
H -1.4172 -0.6047 -1.6088
H 2.1690 0.3727 -0.0045
N -0.4236 -0.4078 -1.7587
H -1.4271 -0.0579 2.7546
C -1.0016 0.0702 1.7835
H 1.2578 -1.2669 -0.0827
H 0.0680 1.4807 -0.8698
C -0.5044 0.2136 0.6877
C 1.2528 -0.1888 -0.1906
C 0.0263 0.3889 -0.7106
```